(1)
{
  "formula": "C31H29N5O3SSnTe",
  "method": "ωB97M-V/def2-TZVPD",
  "multiplicity": 1,
  "orbital_gap_ha": 0.24470,
  "elements": ["Sn", "C", "C", "N", "N", "C", "O", "C", "C", "C", "C", "C", "C", "C", "C", "C", "C", "C", "N", "H", "H", "H", "H", "H", "H", "H", "H", "H", "H", "H", "H", "O", "S", "O", "N", "C", "C", "C", "C", "C", "C", "C", "C", "N", "C", "C", "C", "C", "C", "C", "C", "H", "H", "H", "H", "H", "H", "H", "H", "H", "H", "H", "C", "Te", "C", "H", "H", "H", "H", "H", "H"],
  "positions_angstrom": [[-0.926945, -0.074403, -0.542940], [3.627075, 1.822592, -0.993100], [2.439367, 0.940124, -0.754124], [1.221937, 1.344559, -0.870951], [0.978701, 2.593112, -1.292671], [-0.166557, 2.723677, -1.912628], [-0.955140, 1.763706, -2.195733], [-0.477099, 4.077217, -2.408309], [-0.025489, 5.211013, -1.741625], [-0.300239, 6.464381, -2.257472], [-0.978652, 6.587442, -3.460666], [-1.436246, 5.459802, -4.123643], [-1.207237, 4.207888, -3.585507], [2.596447, -0.471657, -0.441405], [3.832262, -1.034126, -0.102676], [3.909753, -2.388217, 0.156687], [2.759635, -3.155814, 0.052738], [1.582683, -2.528148, -0.321610], [1.498330, -1.233444, -0.564640], [3.265793, 2.804260, -1.289430], [4.225315, 1.918301, -0.086969], [4.256898, 1.421386, -1.784587], [0.534909, 5.079291, -0.828809], [0.032328, 7.347264, -1.730813], [-1.144688, 7.564405, -3.888849], [-1.954442, 5.559370, -5.066177], [-1.562562, 3.310530, -4.072276], [4.712916, -0.414910, -0.033325], [4.852204, -2.838140, 0.431541], [2.776923, -4.214011, 0.248463], [0.659128, -3.081347, -0.427274], [-3.033590, -1.449600, -0.927766], [-3.055503, -2.166697, 0.348769], [-3.626775, -3.481941, 0.297464], [-1.555671, -2.018103, 0.851794], [-1.114915, -2.598424, 1.992902], [-1.698427, -3.710145, 2.576215], [-1.125475, -4.327391, 3.685346], [0.040076, -3.852378, 4.231049], [0.643616, -2.696255, 3.700537], [1.846514, -2.157972, 4.200858], [2.355698, -1.016507, 3.644680], [1.641488, -0.389293, 2.610850], [0.533890, -0.871389, 2.097863], [0.048567, -2.028071, 2.593580], [-4.021309, -1.136453, 1.461555], [-3.418807, -0.025867, 2.020031], [-4.146406, 0.815518, 2.844747], [-5.481346, 0.538909, 3.095241], [-6.084335, -0.570531, 2.524365], [-5.351202, -1.417237, 1.705359], [-2.585353, -4.113704, 2.119415], [-1.596835, -5.216643, 4.081675], [0.510065, -4.354195, 5.064806], [2.350732, -2.665182, 5.010358], [3.285546, -0.591489, 3.990537], [1.992363, 0.547608, 2.193847], [-2.364453, 0.165951, 1.835669], [-3.669453, 1.675006, 3.293085], [-6.046984, 1.187473, 3.747321], [-7.126601, -0.770871, 2.720237], [-5.793513, -2.297717, 1.265737], [-5.566587, 1.925183, -0.613555], [-3.480178, 2.025933, -1.251064], [-3.882547, 0.732489, -2.913457], [-6.190063, 2.536612, -1.257872], [-5.660161, 2.286754, 0.404559], [-5.922290, 0.901313, -0.653956], [-4.213478, -0.231259, -2.546219], [-2.946224, 0.604649, -3.441613], [-4.629349, 1.164481, -3.572951]],
  "forces_ev_per_a": [[0.8, 0.2, 0.0], [-0.2, 0.1, 0.0], [-0.4, 1.0, -0.2], [0.0, -0.9, 0.0], [0.7, 1.1, 0.3], [0.1, -0.5, -0.2], [-0.1, -0.4, -0.2], [-0.2, 0.4, -0.2], [-0.1, -0.2, -0.1], [0.1, 0.1, 0.0], [0.0, 0.1, 0.0], [0.0, 0.0, 0.0], [0.1, -0.1, 0.1], [0.3, -0.8, 0.0], [-0.3, 0.3, 0.0], [-0.3, -0.1, 0.0], [0.2, 0.1, 0.0], [0.0, -0.3, 0.1], [0.0, 0.1, -0.2], [0.1, 0.0, 0.0], [0.1, 0.0, 0.0], [0.1, -0.1, 0.0], [0.1, 0.1, 0.1], [0.0, 0.1, 0.0], [-0.1, 0.1, 0.0], [-0.1, 0.0, 0.0], [0.0, 0.0, -0.1], [0.0, 0.1, 0.0], [0.1, 0.0, 0.0], [0.0, -0.2, 0.0], [-0.1, -0.1, 0.0], [-0.1, 0.0, -0.2], [0.2, 0.4, -0.1], [-0.2, -0.1, 0.2], [-0.9, 0.4, -1.3], [0.1, -0.7, 1.0], [0.1, 0.3, -0.3], [0.4, 0.0, 0.4], [-0.2, -0.3, 0.1], [-0.1, 0.2, -0.3], [0.0, 0.2, -0.2], [0.0, -0.2, 0.2], [-0.3, 0.0, -0.1], [0.2, 0.5, -0.1], [-0.1, -0.5, 0.6], [0.2, -0.3, -0.2], [0.3, 0.2, 0.1], [0.0, -0.1, -0.1], [0.0, 0.0, 0.0], [0.0, 0.0, 0.0], [-0.1, -0.1, 0.0], [-0.1, -0.2, 0.0], [0.0, 0.0, 0.1], [0.0, 0.0, 0.1], [0.1, 0.0, 0.1], [0.0, 0.1, 0.0], [0.1, 0.1, 0.0], [-0.2, 0.0, 0.1], [0.0, 0.1, 0.0], [-0.1, 0.1, 0.0], [-0.1, -0.1, 0.0], [-0.1, -0.1, 0.0], [0.4, -0.1, -0.1], [-1.3, 0.2, 0.0], [0.1, 0.1, 0.2], [0.1, 0.1, -0.1], [0.1, 0.0, 0.2], [0.1, -0.2, 0.0], [-0.1, 0.0, 0.1], [0.2, 0.0, -0.1], [0.0, 0.2, 0.0]]
}

=====

(2)
{
  "formula": "C31H29NO7",
  "method": "ωB97M-V/def2-TZVPD",
  "multiplicity": 1,
  "orbital_gap_ha": 0.20767,
  "de_lowest_kcal_mol": 612.92,
  "elements": ["C", "C", "C", "H", "H", "C", "C", "C", "C", "C", "C", "O", "C", "C", "O", "C", "C", "N", "C", "C", "C", "C", "C", "O", "H", "H", "H", "H", "H", "H", "C", "H", "H", "H", "O", "C", "O", "C", "C", "C", "C", "C", "C", "H", "H", "O", "C", "H", "H", "H", "H", "H", "C", "C", "C", "C", "O", "H", "H", "H", "H", "H", "H", "H", "H", "H", "H", "H"],
  "positions_angstrom": [[-4.410224, -0.884553, 0.711136], [-3.994243, -0.764823, 2.109436], [-3.503595, 0.733676, 2.482428], [-4.106033, 1.348633, 1.854435], [-3.923941, 0.666034, 3.391685], [-2.190878, 0.726824, 2.479479], [-1.643335, 0.375984, 1.248559], [-0.973226, -0.677466, 0.751158], [-0.430811, -1.066267, -0.468007], [0.159894, -2.403193, -0.664157], [0.733356, -2.400540, -1.892550], [0.924775, -3.586080, -2.507840], [1.348072, -1.487968, -2.716274], [0.213342, -0.207990, -2.656570], [-0.258530, 0.115172, -3.861832], [-0.495606, -0.090286, -1.246826], [-1.020766, 0.952889, -1.079472], [-1.657666, 1.373300, 0.145678], [-2.224726, 2.796695, 0.082965], [-3.736283, 2.627445, -0.319079], [-4.962465, 3.037865, -0.095189], [-5.978658, 2.737438, -0.826315], [-5.159542, 2.081793, -1.871475], [-3.915379, 1.980551, -1.434755], [-5.450564, 1.653674, -3.078710], [-6.830193, 2.853392, -0.982219], [-5.101203, 3.416844, 0.885884], [-1.713700, 3.593734, -0.448368], [-2.486866, 2.994216, 1.290037], [-1.070194, 1.820320, -1.840079], [1.954459, -1.484311, -4.012474], [2.686794, -2.374981, -3.985224], [1.201165, -1.923906, -4.609424], [2.341802, -0.808231, -4.396496], [2.322675, -0.941006, -1.683475], [2.617287, 0.631975, -1.519203], [1.904495, 1.288311, -2.236423], [3.747692, 0.741599, -0.444873], [4.451587, -0.243830, -0.053306], [5.449468, 0.158136, 0.792280], [6.055379, 1.283882, 1.001165], [5.115776, 2.442136, 0.441765], [4.054608, 2.002466, -0.532560], [3.539574, 2.675411, -1.038353], [5.441604, 3.465005, 0.222094], [7.226003, 1.494092, 1.599877], [7.636009, 2.760718, 1.830851], [8.562549, 2.629103, 2.464509], [7.873313, 3.412685, 0.731191], [6.682919, 3.573677, 2.331761], [6.162063, -0.685646, 1.152456], [4.183333, -1.271208, -0.232531], [0.128975, -3.440943, 0.116821], [0.663621, -4.792773, 0.326553], [0.124365, -5.546207, 1.371451], [-0.920363, -4.601782, 2.010056], [-1.036564, -3.562766, 1.115323], [-1.740426, -4.857137, 2.652331], [0.299258, -6.378142, 1.566713], [1.538106, -5.016938, -0.131226], [-0.836806, -1.462103, 1.608737], [-1.823312, 1.819948, 2.830240], [-1.633807, 0.137221, 3.082778], [-3.548279, -1.528450, 2.495518], [-5.034640, -1.091646, 2.711250], [-5.192178, -0.247183, 0.371047], [-4.816967, -1.986457, 0.464158], [-3.522328, -0.588059, 0.141477]],
  "forces_ev_per_a": [[0.3, -3.0, -2.1], [-7.2, 4.1, 0.4], [-8.9, -5.0, -1.1], [0.2, 0.9, -0.5], [-1.2, 1.2, 3.7], [7.8, 5.6, 1.0], [2.8, 3.3, -8.2], [-0.5, -4.2, 6.8], [1.2, -9.1, 7.4], [-2.0, 9.2, -1.9], [1.6, -11.6, -5.3], [-0.9, 3.0, 2.4], [0.4, 11.3, 3.2], [-2.2, -1.9, -7.0], [2.0, -0.7, 7.3], [7.4, -4.5, -12.6], [-8.2, 16.3, 3.5], [0.8, 0.5, -1.8], [-4.5, -2.8, 5.4], [2.9, -0.1, -1.3], [1.1, 4.6, 10.1], [13.0, -5.8, -6.4], [-3.5, -1.0, -2.4], [1.2, -2.0, -5.0], [1.2, 1.2, 4.3], [-13.4, 2.3, -1.4], [-0.4, 1.2, 1.0], [0.4, -0.5, 0.1], [1.6, 0.4, -3.1], [0.3, -1.8, 1.1], [-4.4, -15.6, 5.0], [-0.7, 1.3, 0.0], [-0.9, -0.2, -1.3], [5.9, 11.9, -5.4], [1.6, 2.6, 0.6], [-2.4, -6.1, -1.6], [2.1, 0.6, 1.9], [-7.4, 1.2, -7.3], [1.8, -3.7, 3.1], [3.8, -7.9, 1.2], [-3.5, 8.7, -1.9], [1.1, -2.3, -2.9], [7.0, 3.3, 7.9], [-2.2, 3.0, -2.2], [0.1, -0.3, 0.8], [-1.1, -2.0, 0.0], [-0.5, 5.5, -1.1], [-1.2, 0.8, -0.7], [-0.4, -2.0, 3.1], [3.0, -2.8, -1.1], [-1.4, 0.9, -0.4], [0.1, 0.0, 0.1], [-2.8, -10.3, 7.7], [-1.5, 3.8, 0.3], [-6.4, 17.2, -1.4], [3.7, -2.8, -5.4], [1.3, 1.0, 0.5], [-0.2, 0.4, 0.2], [3.0, -13.1, 3.6], [2.3, -1.1, -1.8], [-0.3, 1.3, -1.7], [-0.1, -2.0, -1.0], [0.8, -2.3, 3.0], [4.3, -4.3, 1.8], [2.0, 1.6, -0.9], [-0.8, 0.8, 0.2], [1.3, 2.3, 0.3], [-0.4, -0.7, -0.8]]
}

=====

(3)
{
  "formula": "C31H30AsBr2IrNOSi",
  "method": "ωB97M-V/def2-TZVPD",
  "multiplicity": 1,
  "orbital_gap_ha": 0.25436,
  "de_lowest_kcal_mol": 24.25,
  "charge": 1,
  "elements": ["Ir", "Br", "C", "C", "C", "Br", "C", "C", "C", "C", "N", "C", "C", "O", "H", "H", "H", "H", "C", "C", "C", "C", "C", "C", "As", "C", "C", "C", "C", "C", "C", "C", "C", "C", "C", "C", "C", "H", "H", "H", "H", "H", "H", "H", "H", "H", "H", "H", "H", "H", "H", "H", "C", "Si", "C", "C", "C", "H", "H", "H", "H", "H", "H", "H", "H", "H", "H", "H"],
  "positions_angstrom": [[-0.333489, 0.376811, -0.244689], [3.318208, 3.798750, 0.564483], [2.848185, 2.915943, -1.021139], [3.555248, 3.199605, -2.216586], [3.254530, 2.562685, -3.385981], [4.222643, 2.971123, -4.949546], [2.210347, 1.603075, -3.421426], [1.806008, 0.835662, -4.531034], [0.776154, -0.063838, -4.411594], [0.112087, -0.196685, -3.185688], [0.472036, 0.504380, -2.130851], [1.520999, 1.379742, -2.221238], [1.836397, 1.999655, -1.012509], [1.113067, 1.635505, 0.061893], [4.351340, 3.930084, -2.188866], [2.320451, 0.959847, -5.475113], [0.462972, -0.670753, -5.248174], [-0.719881, -0.878257, -3.060554], [-3.516256, 5.613792, -0.922370], [-2.822392, 4.780696, -1.791307], [-2.476751, 3.499943, -1.390825], [-2.830817, 3.062115, -0.119352], [-3.519518, 3.889906, 0.758724], [-3.864650, 5.170933, 0.345412], [-2.465553, 1.253237, 0.372323], [-2.640228, 1.191298, 2.281728], [-3.558570, 0.369389, 2.922625], [-3.587396, 0.331056, 4.311897], [-2.701082, 1.101979, 5.048291], [-1.775691, 1.914519, 4.403350], [-1.740619, 1.960025, 3.018513], [-3.943911, 0.276829, -0.384727], [-5.244549, 0.605627, -0.008528], [-6.319490, -0.020559, -0.619436], [-6.101830, -0.958408, -1.620552], [-4.808497, -1.273079, -2.009974], [-3.729344, -0.654371, -1.392610], [-3.781613, 6.615393, -1.234454], [-2.550429, 5.129382, -2.778843], [-1.937317, 2.847422, -2.068261], [-3.783538, 3.552179, 1.752394], [-4.403704, 5.822949, 1.020171], [-4.237687, -0.249748, 2.352782], [-4.303762, -0.304262, 4.816148], [-2.724942, 1.065488, 6.129494], [-1.077999, 2.508040, 4.979490], [-1.014474, 2.591469, 2.517819], [-5.424490, 1.356060, 0.752148], [-7.328700, 0.229197, -0.319173], [-6.943596, -1.438467, -2.101938], [-4.640208, -1.997355, -2.796154], [-2.718420, -0.903080, -1.689569], [0.014495, -3.854833, 1.993651], [0.622306, -2.405212, 1.008208], [1.242275, -2.950126, -0.660395], [1.911475, -1.427992, 1.925096], [-0.881650, -1.293264, 0.749440], [0.827202, -4.560764, 2.186291], [-0.770960, -4.390427, 1.455728], [-0.387755, -3.537437, 2.957922], [2.123489, -3.589019, -0.565922], [1.524892, -2.098242, -1.287520], [0.474135, -3.522604, -1.187745], [2.882362, -1.928986, 1.916197], [1.617407, -1.291103, 2.968912], [2.048233, -0.434256, 1.486819], [-1.345218, -1.031359, 1.710630], [-1.679495, -1.783508, 0.171024]],
  "forces_ev_per_a": [[-0.2, 0.0, -0.7], [0.0, 0.0, 0.0], [0.4, 0.3, 0.0], [-0.1, 0.0, 0.1], [0.0, 0.0, 0.0], [0.0, 0.0, 0.0], [0.0, -0.1, -0.1], [0.1, 0.1, -0.1], [-0.1, 0.0, 0.1], [0.0, 0.0, -0.2], [0.1, 0.4, 0.1], [-0.2, -0.3, -0.3], [-0.2, -0.1, 0.4], [0.5, 0.6, -0.2], [0.0, 0.0, 0.0], [0.0, 0.0, 0.0], [0.0, 0.0, 0.0], [0.0, 0.0, 0.0], [0.0, 0.0, 0.0], [0.0, 0.0, 0.0], [0.0, 0.1, 0.0], [0.2, 0.0, 0.0], [0.0, 0.2, -0.1], [0.0, 0.0, 0.0], [0.1, -0.8, 0.0], [-0.1, 0.1, 0.1], [0.1, 0.0, 0.1], [0.0, 0.0, 0.0], [0.0, 0.0, 0.0], [0.0, 0.0, 0.0], [-0.1, 0.0, 0.1], [-0.1, 0.1, 0.0], [0.0, 0.0, 0.0], [0.0, 0.0, 0.0], [0.0, 0.0, 0.0], [0.0, 0.0, 0.0], [-0.1, -0.1, 0.1], [0.0, 0.0, 0.0], [0.0, 0.0, 0.0], [0.0, 0.0, 0.0], [0.0, 0.0, 0.0], [0.0, 0.0, 0.0], [0.0, 0.0, 0.0], [0.0, 0.0, 0.0], [0.0, 0.0, 0.0], [0.0, 0.0, 0.0], [0.0, 0.0, 0.0], [0.0, 0.0, 0.0], [0.0, 0.0, 0.0], [0.0, 0.0, 0.0], [0.0, 0.0, 0.0], [0.0, 0.0, 0.0], [0.1, -0.3, 0.1], [-0.2, 0.1, 0.0], [0.1, 0.0, -0.2], [0.2, 0.1, 0.1], [-0.3, 0.0, 0.7], [-0.1, 0.0, 0.0], [0.0, 0.0, 0.0], [0.0, 0.0, 0.0], [0.0, 0.0, 0.0], [0.0, -0.1, 0.0], [0.0, 0.0, 0.0], [0.0, 0.0, 0.0], [0.0, 0.0, 0.0], [0.0, 0.0, 0.0], [-0.1, -0.2, 0.0], [0.0, 0.0, 0.0]]
}

=====

| no. | E (eV) | HOMO level (eV) |
| --- | --- | --- |
| 1 | -70169.829 | -7.167 |
| 2 | -48412.723 | -6.250 |
| 3 | -247805.943 | -10.957 |